{"formula": "C6H14N2", "method": "ωB97M-V with the def2-TZVPD basis set", "symbols": ["C", "C", "C", "N", "H", "H", "H", "H", "H", "H", "H", "C", "C", "C", "N", "H", "H", "H", "H", "H", "H", "H"], "coordinates": [[-2.07, -1.28, 0.96], [-1.56, 0.07, 0.53], [-1.13, 0.34, -0.75], [-1.19, -0.55, -1.80], [-2.15, -1.33, 2.05], [-3.07, -1.50, 0.57], [-1.41, -2.09, 0.63], [-1.92, 0.91, 1.11], [-0.94, 1.37, -1.03], [-0.50, -0.40, -2.52], [-1.24, -1.52, -1.53], [1.98, 1.47, -0.85], [1.60, 0.04, -0.62], [1.18, -0.44, 0.61], [1.26, 0.28, 1.78], [2.95, 1.73, -0.41], [1.24, 2.16, -0.44], [2.07, 1.67, -1.92], [2.03, -0.68, -1.30], [1.01, -1.50, 0.73], [1.22, 1.28, 1.66], [0.63, -0.04, 2.51]], "smiles": "C/C=C\\N.C/C=C\\N", "spin_multiplicity": 1, "fmax_ev_per_a": 3.00, "e_above_lowest_kj_mol": 197.3}

{"formula": "C31H52O27", "method": "ωB97M-V with the def2-TZVPD basis set", "symbols": ["C", "C", "C", "O", "C", "O", "O", "H", "H", "H", "H", "H", "H", "C", "C", "C", "O", "C", "O", "O", "H", "H", "H", "H", "H", "H", "C", "C", "C", "O", "C", "O", "O", "H", "H", "H", "H", "H", "H", "C", "C", "O", "C", "O", "O", "C", "H", "H", "H", "H", "H", "H", "H", "H", "C", "O", "C", "O", "O", "C", "H", "H", "H", "H", "H", "H", "C", "O", "C", "O", "O", "C", "H", "H", "H", "H", "H", "H", "C", "O", "C", "O", "O", "C", "H", "H", "H", "H", "H", "H", "O", "C", "O", "C", "C", "O", "H", "H", "H", "H", "O", "C", "O", "C", "C", "O", "H", "H", "H", "H"], "coordinates": [[-1.63, -3.41, -0.04], [-0.73, -4.13, -1.08], [-0.15, -3.23, -2.21], [1.20, -3.52, -2.01], [1.36, -4.54, -1.12], [2.37, -5.20, -0.85], [0.24, -4.94, -0.60], [-2.60, -3.89, 0.10], [-1.91, -2.44, -0.45], [-1.14, -3.24, 0.92], [-1.39, -4.73, -1.71], [-0.44, -2.18, -2.15], [-0.58, -3.51, -3.17], [-5.08, 5.69, 1.43], [-5.16, 4.29, 0.80], [-3.86, 3.71, 0.40], [-3.93, 2.41, 0.84], [-4.70, 2.31, 1.88], [-4.68, 1.33, 2.62], [-5.48, 3.44, 1.85], [-4.76, 6.39, 0.66], [-4.24, 5.75, 2.12], [-6.07, 6.09, 1.66], [-5.87, 4.12, 0.00], [-2.95, 4.23, 0.72], [-3.79, 3.70, -0.69], [-3.94, -4.19, 4.72], [-2.56, -3.47, 4.90], [-1.91, -3.07, 3.62], [-1.23, -1.88, 4.08], [-1.78, -1.45, 5.16], [-1.59, -0.38, 5.70], [-2.69, -2.28, 5.60], [-3.68, -5.09, 4.16], [-4.73, -3.77, 4.10], [-4.25, -4.42, 5.74], [-1.83, -4.10, 5.42], [-2.60, -2.96, 2.79], [-1.02, -3.59, 3.26], [3.29, 2.80, -4.27], [3.73, 3.91, -3.23], [5.20, 4.12, -3.30], [5.62, 5.31, -3.60], [4.99, 6.37, -3.71], [6.98, 5.15, -3.82], [7.83, 6.29, -3.90], [2.83, 3.19, -5.18], [2.69, 2.01, -3.83], [4.22, 2.35, -4.64], [3.49, 3.61, -2.21], [3.06, 4.75, -3.41], [8.88, 6.05, -3.75], [7.48, 7.01, -3.16], [7.95, 6.59, -4.94], [-3.58, -1.81, -3.48], [-3.47, -1.37, -2.14], [-4.67, -1.15, -1.45], [-5.80, -1.13, -1.90], [-4.30, -1.14, -0.19], [-5.28, -1.28, 0.85], [-4.23, -2.67, -3.65], [-2.61, -1.93, -3.96], [-4.05, -1.04, -4.10], [-4.75, -1.01, 1.77], [-5.70, -2.28, 0.96], [-6.09, -0.55, 0.84], [2.73, -1.24, 3.48], [3.23, -2.38, 4.24], [2.91, -3.66, 3.82], [3.62, -4.61, 4.06], [1.72, -3.69, 3.06], [1.20, -4.88, 2.38], [3.06, -0.30, 3.92], [1.64, -1.18, 3.46], [3.28, -1.26, 2.54], [0.40, -4.69, 1.66], [0.94, -5.61, 3.15], [2.06, -5.28, 1.85], [2.79, 0.14, -0.62], [1.78, -0.15, 0.34], [0.52, 0.16, 0.14], [0.07, 0.59, -0.96], [-0.19, -0.21, 1.26], [-1.54, 0.24, 1.41], [2.65, 1.14, -1.04], [2.66, -0.59, -1.42], [3.75, 0.10, -0.11], [-2.19, 0.06, 0.56], [-1.57, 1.27, 1.77], [-2.05, -0.28, 2.22], [4.30, -0.63, -3.92], [4.13, -0.59, -5.12], [4.80, -1.23, -6.04], [4.04, -1.16, -7.25], [2.99, -0.03, -7.13], [3.04, 0.03, -5.68], [4.73, -1.01, -8.09], [3.61, -2.16, -7.38], [1.99, -0.35, -7.40], [3.21, 0.97, -7.51], [1.75, 3.56, 1.49], [1.26, 3.08, 2.54], [0.04, 3.46, 3.09], [-0.33, 2.76, 4.23], [1.00, 2.06, 4.60], [1.78, 2.27, 3.46], [-0.68, 3.51, 4.94], [-1.13, 2.08, 3.94], [0.81, 1.00, 4.79], [1.25, 2.65, 5.48]], "smiles": "C[C@H]1COC(=O)O1.C[C@H]1COC(=O)O1.C[C@H]1COC(=O)O1.CCOC(=O)OC.COC(=O)OC.COC(=O)OC.COC(=O)OC.O=C1OCCO1.O=C1OCCO1", "spin_multiplicity": 1, "fmax_ev_per_a": 5.97, "e_above_lowest_kj_mol": 434.7}

{"formula": "C5H11O2", "method": "ωB97M-V with the def2-TZVPD basis set", "symbols": ["C", "C", "O", "O", "H", "H", "H", "C", "C", "C", "H", "H", "H", "H", "H", "H", "H", "H"], "coordinates": [[-0.49, 0.35, 1.64], [1.00, 0.15, 1.72], [1.25, -0.34, 2.81], [1.69, 0.54, 0.72], [-1.03, -0.15, 2.54], [-0.95, 0.22, 0.68], [-0.67, 1.46, 2.03], [-1.13, -0.13, -2.58], [-1.49, -1.43, -1.92], [-0.14, 0.88, -1.75], [-0.51, -0.38, -3.42], [-1.98, 0.52, -2.57], [-0.86, -2.20, -2.39], [0.58, 0.28, -1.39], [0.32, 1.60, -2.51], [-2.59, -1.68, -2.10], [-1.59, -1.59, -0.85], [-0.74, 1.34, -0.92]], "s_squared": 0.751, "spin_multiplicity": 2, "total_charge": -2, "fmax_ev_per_a": 4.28, "e_above_lowest_kj_mol": 195.8}

{"formula": "C18H24Cl5MnN6", "method": "ωB97M-V with the def2-TZVPD basis set", "symbols": ["Mn", "Cl", "C", "C", "C", "Cl", "C", "Cl", "C", "Cl", "C", "Cl", "C", "N", "C", "C", "N", "C", "C", "N", "C", "C", "N", "C", "N", "C", "C", "C", "N", "C", "H", "H", "H", "H", "H", "H", "H", "H", "H", "H", "H", "H", "H", "H", "H", "H", "H", "H", "H", "H", "H", "H", "H", "H"], "coordinates": [[0.82, -0.23, -0.41], [-2.10, -2.63, -0.03], [-0.74, -2.94, -1.04], [0.30, -2.04, -1.04], [1.37, -2.29, -1.89], [2.55, -0.98, -1.85], [1.49, -3.39, -2.70], [2.86, -3.62, -3.69], [0.42, -4.31, -2.68], [0.50, -5.70, -3.65], [-0.70, -4.07, -1.86], [-2.00, -5.16, -1.88], [2.51, -1.94, 1.56], [1.71, -1.56, 2.70], [2.07, -1.99, 4.05], [0.96, -1.36, 4.89], [0.21, -0.54, 3.93], [-1.00, 0.10, 4.45], [0.70, -0.68, 2.69], [0.35, -0.04, 1.56], [-0.62, 1.06, 1.63], [-0.38, 2.12, 0.57], [-0.29, 1.54, -0.77], [-0.72, 2.21, -1.83], [-0.85, 1.60, -3.03], [-0.75, 0.18, -3.26], [-1.21, 2.52, -4.09], [-1.49, 3.81, -3.33], [-1.05, 3.51, -1.96], [-1.20, 4.57, -0.97], [3.25, -2.67, 1.88], [3.04, -1.08, 1.14], [1.89, -2.41, 0.80], [3.05, -1.62, 4.32], [2.08, -3.08, 4.11], [1.34, -0.75, 5.70], [0.29, -2.12, 5.32], [-1.29, -0.44, 5.35], [-1.82, 0.04, 3.75], [-0.82, 1.14, 4.74], [-0.54, 1.58, 2.58], [-1.63, 0.66, 1.51], [0.55, 2.66, 0.81], [-1.21, 2.81, 0.66], [-1.14, -0.36, -2.40], [0.27, -0.14, -3.47], [-1.36, -0.07, -4.13], [-2.09, 2.16, -4.64], [-0.39, 2.63, -4.81], [-2.55, 4.08, -3.33], [-0.93, 4.66, -3.72], [-1.33, 5.50, -1.51], [-0.32, 4.67, -0.34], [-2.09, 4.42, -0.35]], "s_squared": 6.240, "spin_multiplicity": 5, "total_charge": 2, "fmax_ev_per_a": 1.69, "e_above_lowest_kj_mol": 77.4}

{"formula": "C47H53CsIN7P", "method": "ωB97M-V with the def2-TZVPD basis set", "symbols": ["Cs", "C", "C", "C", "C", "C", "N", "C", "C", "C", "C", "C", "C", "C", "N", "C", "C", "C", "N", "C", "C", "N", "C", "C", "C", "N", "H", "H", "H", "H", "H", "H", "H", "H", "H", "H", "H", "H", "H", "H", "H", "H", "H", "H", "C", "C", "C", "P", "C", "C", "C", "C", "C", "C", "C", "C", "C", "C", "N", "C", "C", "C", "C", "C", "C", "C", "C", "C", "H", "H", "H", "H", "H", "H", "H", "H", "H", "H", "H", "H", "H", "H", "H", "H", "H", "H", "H", "H", "H", "H", "H", "H", "H", "H", "H", "H", "H", "H", "H", "I", "C", "C", "C", "C", "C", "N", "H", "H", "H", "H"], "coordinates": [[0.28, -0.14, 0.34], [0.93, 7.28, 2.01], [0.20, 6.00, 1.73], [-0.73, 5.46, 2.62], [-1.37, 4.26, 2.40], [-1.10, 3.46, 1.26], [-1.61, 2.25, 1.01], [-2.77, 1.86, 1.64], [-4.01, 2.08, 1.00], [-5.21, 1.64, 1.52], [-5.26, 0.93, 2.72], [-6.56, 0.38, 3.26], [-4.06, 0.72, 3.37], [-2.85, 1.17, 2.85], [-1.69, 0.92, 3.65], [-1.45, 1.42, 4.87], [-0.31, 0.83, 5.35], [0.07, -0.05, 4.32], [-0.76, 0.01, 3.29], [-0.22, 4.07, 0.32], [0.41, 5.28, 0.56], [-0.11, 3.49, -0.98], [-0.96, 3.74, -1.99], [-0.60, 2.95, -3.05], [0.51, 2.23, -2.57], [0.80, 2.56, -1.32], [0.29, 7.99, 2.55], [1.24, 7.77, 1.08], [1.82, 7.12, 2.61], [-0.96, 6.02, 3.53], [-2.08, 3.89, 3.13], [-3.98, 2.60, 0.05], [-6.13, 1.83, 0.98], [-7.37, 1.10, 3.14], [-6.47, 0.14, 4.32], [-6.84, -0.53, 2.73], [-4.04, 0.16, 4.31], [-2.10, 2.16, 5.30], [0.19, 1.01, 6.28], [0.93, -0.71, 4.26], [1.07, 5.67, -0.21], [-1.76, 4.45, -1.85], [-1.06, 2.89, -4.02], [1.10, 1.49, -3.08], [-2.04, -1.63, -2.59], [-3.18, -2.18, -1.73], [-3.71, -3.46, -2.35], [-2.58, -2.31, 0.04], [-4.17, -2.21, 1.03], [-3.90, -2.70, 2.45], [-5.49, -2.73, 0.49], [-1.95, -4.01, 0.14], [-2.74, -5.13, 0.43], [-2.24, -6.41, 0.57], [-3.13, -7.59, 0.89], [-0.86, -6.57, 0.39], [-0.04, -5.50, 0.09], [-0.55, -4.18, -0.05], [0.22, -3.12, -0.41], [1.58, -3.16, -0.23], [2.43, -2.80, -1.31], [1.81, -2.44, -2.63], [3.81, -2.81, -1.15], [4.41, -3.15, 0.06], [5.91, -3.26, 0.19], [3.58, -3.41, 1.14], [2.19, -3.40, 1.03], [1.35, -3.60, 2.26], [-2.35, -1.52, -3.64], [-1.17, -2.29, -2.54], [-1.72, -0.64, -2.24], [-3.98, -1.43, -1.69], [-2.91, -4.20, -2.44], [-4.10, -3.26, -3.36], [-4.51, -3.92, -1.77], [-4.27, -1.12, 1.10], [-3.80, -3.79, 2.48], [-4.72, -2.41, 3.12], [-2.97, -2.28, 2.84], [-5.53, -3.82, 0.41], [-5.72, -2.32, -0.49], [-6.30, -2.44, 1.17], [-3.81, -4.99, 0.57], [-4.16, -7.26, 1.03], [-2.81, -8.09, 1.81], [-3.12, -8.34, 0.09], [-0.42, -7.56, 0.48], [1.02, -5.66, -0.05], [1.10, -3.20, -2.94], [2.57, -2.32, -3.40], [1.24, -1.51, -2.56], [4.44, -2.56, -2.00], [6.42, -2.65, -0.56], [6.25, -4.29, 0.06], [6.25, -2.92, 1.18], [4.02, -3.62, 2.11], [1.92, -3.36, 3.15], [0.98, -4.62, 2.35], [0.46, -2.96, 2.22], [4.14, -0.41, 3.37], [4.57, 0.06, 1.37], [5.89, 0.03, 0.94], [6.13, 0.35, -0.39], [5.07, 0.70, -1.21], [3.79, 0.71, -0.66], [3.55, 0.39, 0.61], [6.69, -0.24, 1.61], [7.14, 0.34, -0.77], [5.21, 0.96, -2.24], [2.93, 0.99, -1.25]], "spin_multiplicity": 1, "total_charge": -1, "fmax_ev_per_a": 0.27, "e_above_lowest_kj_mol": 22.6}

{"formula": "C33H36Cl2GeIrN2O4SSi", "method": "ωB97M-V with the def2-TZVPD basis set", "symbols": ["Ir", "C", "C", "C", "O", "C", "O", "O", "H", "H", "H", "H", "H", "H", "H", "C", "Si", "C", "C", "C", "C", "C", "C", "N", "C", "S", "H", "H", "H", "H", "H", "H", "H", "H", "H", "H", "H", "H", "O", "C", "N", "Cl", "C", "Cl", "H", "H", "C", "Ge", "C", "C", "C", "C", "C", "C", "C", "C", "C", "C", "C", "C", "C", "C", "C", "C", "C", "C", "H", "H", "H", "H", "H", "H", "H", "H", "H", "H", "H", "H", "H", "H", "H"], "coordinates": [[-0.07, -1.12, -0.53], [3.57, -3.01, 1.49], [2.46, -2.16, 2.10], [2.62, -2.09, 3.61], [1.25, -2.81, 1.75], [2.61, -0.73, 1.50], [3.60, -0.10, 1.91], [1.81, -0.30, 0.61], [3.54, -4.02, 1.90], [4.53, -2.55, 1.70], [3.43, -3.07, 0.41], [2.74, -3.10, 4.02], [1.73, -1.64, 4.06], [3.48, -1.49, 3.87], [0.51, -2.34, 2.14], [-0.60, 0.36, -6.14], [1.13, -0.28, -5.83], [2.28, 1.16, -5.56], [1.65, -1.11, -7.44], [1.26, -1.54, -4.47], [1.57, -2.86, -4.72], [1.66, -3.79, -3.67], [1.48, -3.34, -2.39], [1.17, -2.07, -2.11], [1.01, -1.19, -3.12], [0.39, 0.32, -2.56], [-0.61, 1.04, -7.00], [-0.97, 0.89, -5.26], [-1.29, -0.47, -6.34], [2.20, 1.89, -6.38], [3.32, 0.83, -5.49], [2.03, 1.67, -4.63], [1.64, -0.38, -8.26], [0.97, -1.92, -7.71], [2.66, -1.53, -7.38], [1.71, -3.20, -5.74], [1.88, -4.83, -3.85], [1.55, -4.00, -1.53], [-1.63, -5.06, -1.28], [-1.45, -3.88, -1.04], [-1.33, -2.73, -0.79], [-5.33, -2.40, -2.34], [-4.14, -1.33, -1.51], [-3.07, -0.50, -2.62], [-3.51, -1.94, -0.87], [-4.72, -0.59, -0.97], [-1.01, -0.20, 0.61], [-0.98, 1.14, 1.92], [-2.87, 1.60, 2.31], [-3.26, 2.43, 3.37], [-4.60, 2.73, 3.59], [-5.58, 2.20, 2.76], [-5.22, 1.36, 1.72], [-3.87, 1.06, 1.50], [-0.09, 2.80, 1.37], [-0.13, 3.96, 2.14], [0.52, 5.12, 1.73], [1.23, 5.13, 0.53], [1.28, 3.98, -0.24], [0.63, 2.82, 0.17], [-0.30, 0.80, 3.74], [0.94, 1.28, 4.17], [1.40, 1.02, 5.46], [0.63, 0.28, 6.34], [-0.60, -0.23, 5.92], [-1.05, 0.03, 4.63], [-2.51, 2.83, 4.04], [-4.88, 3.38, 4.41], [-6.63, 2.44, 2.93], [-5.98, 0.92, 1.08], [-3.57, 0.40, 0.69], [-0.67, 3.96, 3.09], [0.48, 6.01, 2.35], [1.74, 6.03, 0.21], [1.84, 3.97, -1.17], [0.69, 1.92, -0.43], [1.55, 1.86, 3.49], [2.37, 1.40, 5.77], [0.99, 0.08, 7.34], [-1.20, -0.82, 6.60], [-2.02, -0.36, 4.32]], "s_squared": 0.774, "spin_multiplicity": 2, "total_charge": -2, "fmax_ev_per_a": 1.03, "e_above_lowest_kj_mol": 184.4}

{"formula": "C19H45IO5P", "method": "ωB97M-V with the def2-TZVPD basis set", "symbols": ["C", "O", "C", "C", "C", "C", "P", "C", "C", "O", "I", "H", "H", "H", "H", "H", "H", "H", "H", "H", "H", "H", "H", "H", "H", "H", "C", "C", "O", "C", "C", "H", "H", "H", "H", "H", "H", "H", "H", "H", "H", "C", "C", "O", "C", "C", "H", "H", "H", "H", "H", "H", "H", "H", "H", "H", "C", "C", "O", "C", "C", "H", "H", "H", "H", "H", "H", "H", "H", "H", "H"], "coordinates": [[7.06, -1.90, -1.17], [8.12, -0.99, -1.24], [8.18, -0.14, -2.37], [7.98, 1.31, -1.96], [6.62, 1.64, -1.34], [5.40, 1.03, -2.08], [4.03, 0.67, -0.97], [3.25, -0.91, -1.32], [2.63, -0.85, -2.72], [1.73, -0.12, -2.97], [3.56, -2.09, -4.17], [7.44, -2.87, -0.83], [6.31, -1.58, -0.42], [6.57, -2.06, -2.14], [7.47, -0.46, -3.15], [9.18, -0.23, -2.82], [8.73, 1.52, -1.20], [8.20, 1.97, -2.80], [6.61, 1.36, -0.29], [6.49, 2.73, -1.36], [5.01, 1.72, -2.83], [5.64, 0.09, -2.57], [4.47, 0.65, 0.36], [3.06, 1.66, -1.07], [3.98, -1.71, -1.23], [2.44, -1.06, -0.60], [2.47, 3.62, 4.24], [2.59, 3.15, 2.80], [3.00, 1.80, 2.66], [2.13, 0.83, 3.24], [0.74, 0.81, 2.62], [3.39, 3.41, 4.78], [2.28, 4.69, 4.26], [1.64, 3.13, 4.76], [3.36, 3.73, 2.29], [1.65, 3.32, 2.26], [2.06, 0.97, 4.32], [2.62, -0.13, 3.07], [0.18, 1.71, 2.84], [0.17, -0.03, 3.01], [0.80, 0.72, 1.53], [-2.29, -1.04, 0.77], [-2.85, -1.55, 2.09], [-3.44, -0.53, 2.88], [-4.56, 0.12, 2.31], [-5.73, -0.79, 2.01], [-1.63, -0.19, 0.94], [-1.73, -1.84, 0.27], [-3.07, -0.72, 0.08], [-2.04, -1.95, 2.70], [-3.55, -2.37, 1.91], [-4.26, 0.67, 1.40], [-4.85, 0.87, 3.05], [-5.50, -1.49, 1.20], [-6.59, -0.21, 1.69], [-6.00, -1.37, 2.89], [-6.49, -1.47, -2.95], [-7.06, -1.98, -1.63], [-7.65, -0.97, -0.83], [-8.76, -0.30, -1.41], [-9.93, -1.20, -1.72], [-5.81, -0.64, -2.77], [-5.94, -2.27, -3.45], [-7.27, -1.14, -3.63], [-6.26, -2.40, -1.02], [-7.77, -2.79, -1.82], [-8.45, 0.26, -2.30], [-9.05, 0.45, -0.66], [-9.71, -1.89, -2.54], [-10.79, -0.60, -2.03], [-10.21, -1.78, -0.85]], "spin_multiplicity": 1, "total_charge": 1, "fmax_ev_per_a": 0.31, "energy_ha": -1765.83116}

{"formula": "C3H5EuO4", "method": "ωB97M-V with the def2-TZVPD basis set", "symbols": ["O", "C", "C", "O", "O", "C", "Eu", "H", "H", "H", "H", "O", "H"], "coordinates": [[2.22, -1.28, 0.60], [1.20, -2.07, 0.24], [1.86, 0.09, 0.31], [1.34, -3.21, -0.14], [0.09, -1.37, 0.09], [0.34, 0.05, 0.36], [-1.12, 1.70, -1.06], [2.30, 0.34, -0.66], [2.29, 0.75, 1.07], [0.04, 0.21, 1.41], [-1.99, 4.12, 0.48], [-2.20, 3.63, -0.34], [-2.73, 4.22, -0.89]], "s_squared": 15.761, "spin_multiplicity": 8, "total_charge": 1, "fmax_ev_per_a": 2.91, "e_above_lowest_kj_mol": 286.4}

{"formula": "C4H6O2", "method": "ωB97M-V with the def2-TZVPD basis set", "symbols": ["C", "C", "O", "C", "C", "O", "H", "H", "H", "H", "H", "H"], "coordinates": [[0.51, 1.21, 0.93], [0.09, 0.91, -0.49], [1.16, 0.21, -1.19], [0.03, -0.48, -0.86], [-0.24, -1.67, -0.30], [-1.56, -1.97, -0.19], [-0.34, 1.36, 1.60], [1.10, 0.36, 1.31], [1.14, 2.10, 0.96], [-0.42, 1.69, -1.04], [0.46, -2.41, 0.07], [-1.91, -1.31, -0.81]], "smiles": "C[C@H]1O/C1=C/O", "spin_multiplicity": 1, "fmax_ev_per_a": 0.98, "e_above_lowest_kj_mol": 343.0}

{"formula": "H2N2O2S", "method": "ωB97M-V with the def2-TZVPD basis set", "symbols": ["N", "N", "O", "O", "S", "H", "H"], "coordinates": [[-0.20, 1.84, 0.66], [-0.51, -0.02, 0.08], [-0.85, 4.09, -0.12], [-1.37, 2.21, -1.65], [-0.87, 2.69, -0.38], [0.19, -0.34, 0.75], [0.06, 0.33, -0.67]], "spin_multiplicity": 1, "fmax_ev_per_a": 4.31, "e_above_lowest_kj_mol": 237.5}